DFT (ωB97M-V/def2-TZVPD) results for a structure of composition C42H50BBrN8S4W.

The geometry in XYZ format:
```
107
Properties=species:S:1:pos:R:3:lowdin_charge:R:1
W -0.07 -0.17 -0.50 0.954
C 2.01 4.56 1.40 -0.042
C 0.86 4.39 0.49 -0.225
C 0.37 5.39 -0.31 0.098
C -0.71 5.15 -1.19 -0.189
N -1.24 3.96 -1.26 0.185
N -0.79 2.98 -0.51 -0.050
B -1.52 1.62 -0.56 -0.811
N -2.25 1.42 -1.88 -0.028
N -3.55 1.24 -1.87 0.198
C -4.20 1.02 -2.98 -0.174
C -3.52 1.05 -4.22 0.109
C -2.14 1.19 -4.25 -0.230
C -1.33 1.08 -5.49 -0.031
C -1.51 1.33 -3.00 -0.626
S 0.19 1.25 -2.75 0.812
C -5.66 0.69 -2.86 -0.540
C -6.50 1.86 -3.40 -0.016
C -5.96 -0.58 -3.67 -0.029
C -6.01 0.45 -1.39 -0.043
N -2.58 1.70 0.56 -0.002
N -3.33 2.77 0.52 0.189
C -4.26 2.97 1.41 -0.176
C -4.42 2.07 2.49 0.115
C -3.64 0.94 2.55 -0.214
C -3.67 -0.04 3.67 -0.041
C -2.72 0.74 1.49 -0.552
S -1.73 -0.64 1.36 0.672
C -5.08 4.22 1.19 -0.536
C -4.10 5.40 1.16 -0.031
C -6.14 4.44 2.27 -0.041
C -5.77 4.08 -0.17 -0.036
C 0.22 3.12 0.37 -0.576
S 0.67 1.75 1.30 0.781
C -1.27 6.25 -2.07 -0.545
C -2.49 5.73 -2.84 -0.042
C -0.18 6.70 -3.05 -0.025
C -1.70 7.44 -1.20 -0.021
H 2.40 5.57 1.35 0.094
H 2.80 3.85 1.15 0.087
H 1.71 4.35 2.43 0.094
H 0.82 6.37 -0.28 0.132
H -4.06 0.91 -5.14 0.138
H -1.95 1.10 -6.37 0.096
H -0.77 0.15 -5.48 0.100
H -0.60 1.89 -5.53 0.089
H -6.24 2.11 -4.42 0.088
H -6.37 2.74 -2.77 0.075
H -7.55 1.58 -3.37 0.098
H -5.95 -0.39 -4.74 0.085
H -6.95 -0.95 -3.40 0.096
H -5.24 -1.36 -3.44 0.092
H -5.69 1.29 -0.79 0.048
H -5.51 -0.45 -1.03 0.090
H -7.08 0.32 -1.28 0.097
H -5.12 2.29 3.28 0.130
H -4.42 0.21 4.41 0.096
H -2.69 -0.06 4.15 0.099
H -3.85 -1.05 3.29 0.088
H -3.61 5.52 2.13 0.097
H -4.64 6.31 0.94 0.097
H -3.35 5.22 0.40 0.051
H -5.69 4.62 3.24 0.093
H -6.83 3.60 2.32 0.092
H -6.72 5.33 2.00 0.098
H -5.04 3.81 -0.93 0.064
H -6.22 5.03 -0.44 0.098
H -6.55 3.32 -0.13 0.085
H -2.21 4.91 -3.50 0.078
H -2.89 6.54 -3.45 0.095
H -3.26 5.39 -2.16 0.070
H 0.16 5.86 -3.66 0.091
H 0.67 7.12 -2.53 0.084
H -0.59 7.46 -3.71 0.096
H -2.47 7.16 -0.50 0.071
H -2.09 8.22 -1.85 0.098
H -0.86 7.86 -0.65 0.084
Br 0.54 -2.61 0.65 0.907
C 2.45 -2.45 0.46 -0.494
C 3.23 -3.48 0.93 -0.090
C 4.62 -3.38 0.80 -0.041
C 5.17 -2.29 0.20 0.004
C 4.37 -1.23 -0.27 -0.145
C 4.95 -0.08 -0.85 0.013
C 4.17 0.98 -1.23 -0.041
C 2.78 0.92 -1.07 -0.184
C 2.12 -0.20 -0.58 -0.308
C 2.95 -1.28 -0.15 -0.213
H 2.77 -4.34 1.39 0.114
H 5.23 -4.18 1.18 0.121
H 6.24 -2.21 0.10 0.127
H 6.03 -0.03 -0.95 0.130
H 4.61 1.86 -1.65 0.117
H 2.21 1.81 -1.35 0.042
C -3.22 -5.54 -0.10 -0.017
C -2.34 -5.01 -1.17 -0.315
C -1.86 -5.84 -2.19 0.021
C -1.05 -5.26 -3.15 -0.093
N -0.75 -3.98 -3.11 0.064
C -1.24 -3.26 -2.12 -0.792
S -0.95 -1.54 -2.26 0.681
N -2.01 -3.72 -1.15 0.088
H -3.74 -6.43 -0.44 0.087
H -3.93 -4.79 0.22 0.085
H -2.61 -5.82 0.75 0.094
H -2.12 -6.89 -2.23 0.120
H -0.63 -5.82 -3.98 0.123
```

* E: -6326.802474 hartree
* M: 1069.7 g/mol
* charge: +2
* LUMO (alpha / beta): -7.61 / -7.61 eV
* frontier orbital gap (alpha / beta): 5.25 / 5.25 eV

---

DFT (ωB97M-V/def2-TZVPD) results for a cluster of 2 separate species, C4H13N2 in total.

The geometry in XYZ format:
```
19
Properties=species:S:1:pos:R:3:lowdin_charge:R:1
C -1.12 1.55 1.32 -0.257
N 0.35 1.55 1.36 0.025
C -1.50 0.97 -0.06 -0.220
N -1.00 -0.38 -0.09 0.318
C 1.59 -2.31 -0.73 -0.164
C 1.50 -1.12 -1.67 -0.166
H -1.64 0.69 2.00 0.167
H -1.62 2.57 1.43 0.154
H 0.61 1.83 2.32 0.111
H 0.42 0.50 1.18 0.077
H -2.57 1.21 -0.30 0.151
H -0.93 1.58 -0.85 0.216
H 1.19 -2.01 0.26 0.052
H -1.65 -1.06 -0.58 0.151
H 0.81 -3.01 -1.08 0.070
H 2.55 -2.78 -0.49 0.085
H 0.77 -0.31 -1.40 0.036
H 2.50 -0.56 -1.74 0.103
H 1.26 -1.37 -2.74 0.091
```

* E: -269.226330 hartree
* M: 89.2 g/mol
* charge: +1
* LUMO: -9.25 eV
* frontier orbital gap: 5.22 eV
* energy above the lowest of the compared OMol25 structures with the same formula, charge and spin: 7.466 eV

---

DFT (ωB97M-V/def2-TZVPD) results for a cluster of 2 separate species, C5H14 in total.

The geometry in XYZ format:
```
19
Properties=species:S:1:pos:R:3:lowdin_charge:R:1
C -1.54 -1.15 1.25 -0.185
C -1.31 -2.61 0.95 -0.167
H -2.09 -1.00 2.18 0.068
H -0.63 -0.55 1.27 0.030
H -1.97 -0.52 0.46 0.057
H -0.46 -2.78 0.27 0.061
H -1.01 -2.98 1.95 0.069
H -2.05 -3.31 0.57 0.061
C 0.44 1.05 -0.92 -0.308
C 1.67 0.37 -0.30 -0.122
C 0.58 2.54 -1.19 -0.130
H 0.34 0.50 -1.87 0.106
H -0.42 1.06 -0.23 0.081
H 2.45 1.08 0.01 0.068
H 1.68 2.76 -1.05 0.071
H 0.50 2.79 -2.23 0.054
H 2.20 -0.21 -1.06 0.068
H 1.43 -0.36 0.47 0.048
H 0.20 3.32 -0.54 0.070
```

* E: -198.846161 hartree
* M: 74.2 g/mol
* SMILES: CCC.CC
* LUMO: 1.15 eV
* frontier orbital gap: 12.20 eV
* energy above the lowest of the compared OMol25 structures with the same formula, charge and spin: 1.170 eV

---

DFT (ωB97M-V/def2-TZVPD) results for a cluster of 2 separate species, C4H8O3 in total.

The geometry in XYZ format:
```
15
Properties=species:S:1:pos:R:3:lowdin_charge:R:1
O -2.50 0.67 1.01 0.058
C -1.32 0.64 0.79 -0.276
C -0.57 -0.66 0.50 -0.144
C 0.96 -0.46 0.62 -0.164
C 1.71 -1.74 0.78 -0.282
O 2.72 -1.83 1.41 0.058
H -0.76 1.56 0.76 0.114
H -0.89 -0.92 -0.50 0.125
H -0.88 -1.33 1.30 0.123
H 1.28 0.01 -0.32 0.129
H 1.23 0.23 1.41 0.118
H 1.30 -2.65 0.30 0.128
H -0.52 1.46 -2.95 0.033
H -1.11 2.86 -2.80 0.037
O -0.65 2.17 -2.31 -0.056
```

* E: -382.896606 hartree
* M: 104.1 g/mol
* SMILES: O=CCCC=O.O
* LUMO: 0.46 eV
* frontier orbital gap: 10.31 eV
* energy above the lowest of the compared OMol25 structures with the same formula, charge and spin: 1.856 eV

---

DFT (ωB97M-V/def2-TZVPD) results for the molecule C10H9NSi.

The geometry in XYZ format:
```
21
Properties=species:S:1:pos:R:3:lowdin_charge:R:1
C 4.71 0.00 -1.34 0.042
C 0.16 -0.05 1.46 -0.172
C 4.06 -0.10 -0.28 -0.268
C 1.38 -0.34 1.83 -0.212
C -2.32 1.41 0.12 -0.117
C -2.84 0.13 -0.45 -0.050
C -1.07 1.66 0.29 -0.113
C -1.98 -0.74 -1.04 -0.020
C -0.09 0.61 0.02 -0.295
C -0.50 -0.48 -0.92 -0.337
N 0.51 -1.10 -1.44 0.151
Si 3.03 -0.02 1.23 0.720
H 5.04 -0.06 -2.33 0.012
H -0.75 -0.22 2.01 0.094
H -3.09 2.13 0.49 0.112
H -3.93 0.07 -0.52 0.101
H -0.72 2.64 0.69 0.138
H -2.38 -1.63 -1.60 0.113
H 0.74 1.00 -0.50 0.113
H 0.21 -1.88 -2.04 0.055
H 3.92 0.11 2.38 -0.065
```

* E: -730.440902 hartree
* M: 171.3 g/mol
* SMILES: [H]/N=C1\C=CC=C[C@H]1C=C=[SiH]C#C
* LUMO (alpha / beta): -0.97 / -0.96 eV
* frontier orbital gap (alpha / beta): 6.42 / 6.64 eV
* energy above the lowest of the compared OMol25 structures with the same formula, charge and spin: 2.946 eV

---

Look up the M of the first one.
1069.7 g/mol

---

Look up the M of the third one.
74.2 g/mol

---

Among the records above, which one has the highest E?
C5H14